Record 1
# C24H19ClN3O6S

A 2-piece molecular cluster, C24H19ClN3O6S overall in a non-equilibrium geometry (ωB97M-V/def2-TZVPD, OMol25).

Element x y z (Å)
N -8.77 2.81 1.52
C -7.62 2.74 1.31
C -6.22 2.66 1.06
C -5.59 1.41 1.03
C -4.22 1.32 0.75
C -3.48 2.50 0.57
S -1.71 2.44 0.12
C -0.81 2.35 1.59
Cl -0.10 3.83 2.03
O -1.61 1.13 -0.49
O -1.37 3.66 -0.60
C -4.12 3.73 0.51
C -5.49 3.82 0.78
H -6.18 0.52 1.24
H -3.73 0.35 0.75
H -1.23 1.71 2.45
H -3.54 4.62 0.31
H -5.98 4.78 0.81
C 4.59 -1.70 -5.53
C 3.36 -1.07 -5.78
C 2.93 -0.04 -4.94
C 3.72 0.36 -3.86
C 3.27 1.51 -3.01
O 2.59 1.07 -1.79
C 2.48 2.08 -0.90
N 1.55 1.93 0.23
N 0.80 1.11 0.73
C 1.48 0.18 1.72
O 2.63 0.34 2.11
O 0.69 -0.82 2.07
C 1.26 -1.70 3.13
C 0.47 -2.98 3.11
C -0.67 -3.08 3.90
C -1.48 -4.21 3.80
C -1.13 -5.24 2.91
C 0.07 -5.17 2.20
C 0.87 -4.04 2.30
O 3.10 3.13 -0.90
C 4.95 -0.25 -3.62
C 5.39 -1.28 -4.46
H 4.91 -2.54 -6.16
H 2.73 -1.40 -6.61
H 1.99 0.46 -5.12
H 4.11 2.13 -2.71
H 2.57 2.15 -3.56
H 2.30 -1.86 2.87
H 1.27 -1.18 4.09
H -0.91 -2.27 4.58
H -2.40 -4.25 4.39
H -1.80 -6.09 2.81
H 0.36 -6.00 1.56
H 1.82 -3.97 1.78
H 5.55 0.10 -2.79
H 6.35 -1.77 -4.27

Computed properties:
Net charge ... -1
HOMO energy ... -0.1194 Ha
LUMO energy ... 2.144 eV
Calculated total energy ... -2399.91911 a.u.

Record 2
# C33H42N8O2PTi

C33H42N8O2PTi as an isolated structure in a non-equilibrium geometry (ωB97M-V/def2-TZVPD, OMol25).

Element x y z (Å)
Ti 1.96 0.04 0.48
O 1.29 -1.07 4.21
C 1.50 -0.52 3.15
N 2.11 -1.02 2.05
C 3.20 -1.90 2.14
C 3.45 -2.82 3.15
C 4.66 -3.50 3.15
C 5.60 -3.26 2.16
C 5.36 -2.35 1.15
C 4.15 -1.67 1.12
N 3.70 -0.78 0.15
C 4.42 -0.42 -0.93
O 5.63 -0.45 -1.12
C 3.46 -0.04 -2.04
C 3.86 -0.04 -3.37
C 2.90 0.00 -4.36
C 1.57 0.00 -3.98
C 1.25 0.03 -2.63
N 2.17 0.05 -1.67
C 1.22 0.96 2.96
C 0.50 1.69 3.90
C 0.40 3.06 3.75
C 1.05 3.67 2.69
C 1.75 2.88 1.79
N 1.83 1.55 1.91
H 2.71 -2.97 3.93
H 4.86 -4.21 3.94
H 6.55 -3.79 2.18
H 6.11 -2.14 0.40
H 4.92 -0.11 -3.59
H 3.18 -0.01 -5.40
H 0.77 -0.01 -4.71
H 0.22 0.02 -2.31
H 0.04 1.15 4.72
H -0.17 3.65 4.46
H 1.02 4.74 2.55
H 2.29 3.32 0.94
N 0.19 0.14 0.43
P -1.20 0.05 -0.29
N -1.32 -1.42 -1.10
C -2.61 -1.94 -1.54
C -2.41 -2.70 -2.85
C -1.39 -3.82 -2.67
C -0.09 -3.29 -2.06
C -0.40 -2.50 -0.79
N -1.37 1.29 -1.39
C -2.43 1.37 -2.39
C -2.47 2.75 -3.05
C -2.38 3.86 -2.01
C -1.11 3.72 -1.13
C -0.42 2.39 -1.41
N -2.59 0.08 0.67
C -2.47 -0.87 1.79
C -3.61 -0.66 2.77
C -3.56 0.74 3.40
C -2.90 1.74 2.46
C -3.22 1.34 1.02
H -3.30 -1.11 -1.67
H -3.02 -2.63 -0.79
H -2.07 -2.00 -3.62
H -3.36 -3.12 -3.17
H -1.18 -4.29 -3.62
H -1.80 -4.58 -2.00
H 0.41 -2.63 -2.77
H 0.58 -4.12 -1.83
H 0.53 -2.07 -0.33
H -0.85 -3.18 -0.05
H -3.39 1.18 -1.90
H -2.28 0.61 -3.17
H -3.40 2.85 -3.61
H -1.66 2.85 -3.77
H -3.27 3.82 -1.38
H -2.37 4.82 -2.51
H -1.38 3.79 -0.07
H -0.41 4.53 -1.34
H 0.34 2.17 -0.64
H 0.08 2.45 -2.39
H -1.50 -0.74 2.30
H -2.50 -1.88 1.37
H -3.55 -1.44 3.54
H -4.56 -0.80 2.24
H -3.03 0.71 4.35
H -4.58 1.07 3.61
H -1.81 1.73 2.57
H -3.26 2.75 2.65
H -2.88 2.10 0.32
H -4.31 1.23 0.91

Computed properties:
Net charge ... +1
HOMO energy ... -0.3752 Ha
LUMO energy ... -3.601 eV
Calculated total energy ... -3062.02932 a.u.

Record 3
# C18H24N3O4RuS2

C18H24N3O4RuS2 as an isolated structure in a non-equilibrium geometry (ωB97M-V/def2-TZVPD, OMol25).

Element x y z (Å)
Ru -0.09 0.34 -0.22
C -0.23 2.98 8.10
C -0.28 2.49 6.68
C -0.40 1.13 6.38
C -0.46 0.70 5.07
C -0.39 1.63 4.05
C -0.25 2.97 4.32
C -0.19 3.40 5.64
S -0.59 1.15 2.34
O -1.78 1.79 1.81
O -0.66 -0.31 2.28
N 0.66 1.72 1.47
C 1.92 1.45 1.97
C 2.18 -0.24 1.91
O 2.70 -0.65 2.92
O 1.80 -0.73 0.86
H -0.74 2.30 8.77
H -0.69 3.97 8.18
H 0.80 3.06 8.42
H -0.47 0.41 7.19
H -0.55 -0.35 4.82
H -0.19 3.67 3.50
H -0.09 4.45 5.85
H 2.05 1.71 3.03
H 2.70 1.87 1.34
N -1.65 -1.47 -0.22
C -2.94 -1.39 -0.90
C -3.59 -0.02 -0.72
C -3.06 1.08 -1.65
N -1.87 1.74 -1.11
H -1.16 -2.33 -0.44
H -1.78 -1.43 0.79
H -3.63 -2.16 -0.51
H -2.78 -1.58 -1.97
H -3.44 0.31 0.32
H -4.66 -0.12 -0.89
H -3.86 1.82 -1.81
H -2.80 0.64 -2.62
H -2.09 2.17 -0.21
H -1.54 2.46 -1.75
S 1.34 -0.06 -2.11
C 0.65 -0.02 -3.72
C 0.14 1.16 -4.26
C -0.25 1.20 -5.59
C -0.15 0.08 -6.39
C 0.33 -1.10 -5.85
C 0.73 -1.16 -4.53
H 0.09 2.04 -3.64
H -0.61 2.13 -6.01
H -0.45 0.12 -7.42
H 0.43 -1.98 -6.47
H 1.12 -2.07 -4.11

Computed properties:
Spin multiplicity ... 6
HOMO energy (alpha / beta) ... -0.2746 / -0.2856 Ha
LUMO energy (alpha / beta) ... 0.541 / -2.026 eV
⟨S²⟩ ... 8.767
Calculated total energy ... -2056.70730 a.u.

Record 4
# C37H37N3O4S

C37H37N3O4S as an isolated structure in a non-equilibrium geometry (ωB97M-V/def2-TZVPD, OMol25).

Element x y z (Å)
C 1.17 5.21 0.72
C -0.03 5.21 1.43
C -0.56 4.01 1.92
C 0.06 2.78 1.63
C -0.56 1.50 2.12
C -1.44 1.72 3.24
N -2.15 1.88 4.16
S 0.89 0.58 2.95
C 0.18 -0.25 4.37
C 0.72 0.03 5.63
C 0.14 -0.57 6.76
C -0.92 -1.46 6.61
C -1.42 -1.76 5.34
C -0.86 -1.16 4.21
O 1.34 -0.45 2.04
O 1.84 1.53 3.48
C 1.24 2.78 0.87
C 1.81 3.99 0.45
H 1.60 6.14 0.37
H -0.58 6.13 1.62
H -1.46 4.02 2.54
H 1.55 0.72 5.72
H 0.54 -0.31 7.74
H -1.36 -1.93 7.49
H -2.26 -2.45 5.22
H -1.24 -1.38 3.21
H 1.70 1.84 0.57
H 2.77 3.97 -0.08
C -6.52 4.24 -2.27
O -5.86 4.31 -0.99
C -4.78 3.51 -0.78
C -4.24 3.48 0.53
C -3.23 2.61 0.84
C -2.58 1.79 -0.12
C -1.47 0.92 0.16
C -0.95 0.09 -0.81
C 0.08 -0.84 -0.67
N 0.51 -1.66 -1.64
C 1.64 -2.57 -1.41
C 2.94 -1.84 -1.04
C 4.11 -2.78 -0.85
C 5.26 -2.64 -1.64
C 6.28 -3.59 -1.55
C 6.17 -4.66 -0.65
C 5.04 -4.76 0.18
C 4.02 -3.81 0.09
C 1.73 -3.33 -2.73
O 2.50 -4.24 -3.02
N 0.75 -2.83 -3.55
C 0.56 -3.34 -4.89
C -0.08 -1.77 -2.98
C -1.55 -2.22 -2.96
C 0.10 -0.49 -3.81
C -3.12 1.89 -1.45
C -4.20 2.69 -1.77
H -7.33 4.96 -2.19
H -5.85 4.51 -3.09
H -6.93 3.23 -2.45
H -4.67 4.14 1.28
H -2.93 2.56 1.88
H -1.10 0.68 1.27
H -1.40 0.11 -1.80
H 0.59 -0.93 0.28
H 1.39 -3.29 -0.61
H 3.17 -1.11 -1.83
H 2.75 -1.28 -0.10
H 5.32 -1.80 -2.34
H 7.15 -3.51 -2.20
H 6.96 -5.40 -0.59
H 4.95 -5.57 0.90
H 3.13 -3.87 0.73
H 1.31 -4.10 -5.09
H -0.45 -3.77 -4.99
H 0.65 -2.52 -5.62
H -1.61 -3.26 -2.60
H -2.15 -1.59 -2.31
H -1.96 -2.17 -3.98
H 1.17 -0.31 -3.99
H -0.41 -0.61 -4.77
H -0.30 0.39 -3.30
H -2.68 1.33 -2.28
H -4.60 2.69 -2.79

Computed properties:
HOMO energy ... -0.2352 Ha
LUMO energy ... -1.146 eV
Calculated total energy ... -2295.34660 a.u.

Record 5
# C3H9NOS

One molecule with the formula C3H9NOS in a non-equilibrium geometry (ωB97M-V/def2-TZVPD, OMol25).

Element x y z (Å)
C -2.34 -0.05 0.19
C 1.02 0.34 1.35
C 1.25 -0.42 -1.37
N -1.09 -0.35 -0.39
O 0.24 2.10 -0.61
S 0.13 0.51 -0.22
H -2.06 -0.26 1.28
H -3.09 -0.84 -0.19
H -2.90 0.85 -0.03
H 0.30 0.52 2.21
H 1.69 -0.57 1.50
H 1.64 1.16 1.12
H 1.34 0.22 -2.38
H 2.28 -0.58 -0.95
H 0.70 -1.34 -1.59

Computed properties:
HOMO energy ... -0.3327 Ha
LUMO energy ... 0.691 eV
SMILES string ... CN=S(C)(C)=O
Calculated total energy ... -647.73779 a.u.

Record 6
# C12H28F6N7O16S

A 7-piece molecular cluster, C12H28F6N7O16S overall in a non-equilibrium geometry (ωB97M-V/def2-TZVPD, OMol25).

Element x y z (Å)
C 0.38 -2.69 -1.22
O -0.32 -1.86 -2.17
C 0.34 -1.79 -3.35
N -0.36 -0.71 -4.16
C -0.01 -0.89 -5.65
C 1.44 -1.33 -5.94
O 1.73 -0.79 -7.22
C -1.89 -0.90 -4.07
F -2.34 -0.39 -2.95
F -2.43 -0.28 -5.11
F -2.12 -2.19 -4.15
S 0.05 0.94 -3.55
O 0.13 0.93 -2.14
O -0.87 1.87 -4.09
C 1.75 1.46 -4.16
F 1.82 2.69 -3.69
F 1.79 1.49 -5.49
F 2.70 0.71 -3.64
H -0.33 -3.27 -0.65
H 0.93 -2.05 -0.55
H 1.04 -3.39 -1.72
H 0.27 -2.73 -3.88
H 1.37 -1.49 -3.18
H -0.18 0.06 -6.14
H -0.67 -1.63 -6.07
H 1.47 -2.41 -6.02
H 2.17 -0.95 -5.23
H 2.57 -0.34 -7.18
C -1.74 2.60 0.05
N -0.83 3.70 0.44
O -0.84 4.71 -0.25
O -0.13 3.53 1.41
H -2.30 2.90 -0.83
H -1.13 1.72 -0.15
H -2.41 2.41 0.89
C 2.55 -0.43 2.12
N 2.21 -1.88 2.22
O 1.52 -2.36 1.35
O 2.65 -2.48 3.17
H 2.09 -0.03 1.23
H 2.16 0.06 3.01
H 3.63 -0.35 2.07
C -1.97 -1.83 3.86
N -1.51 -1.17 2.61
O -1.36 0.03 2.62
O -1.31 -1.89 1.65
H -2.10 -1.07 4.62
H -2.90 -2.33 3.64
H -1.20 -2.54 4.16
C 7.45 -1.03 0.79
N 5.97 -0.91 0.73
O 5.49 0.16 0.43
O 5.33 -1.91 0.99
H 7.88 -0.06 0.53
H 7.72 -1.32 1.80
H 7.75 -1.79 0.07
C -4.53 3.04 3.50
N -4.71 1.64 3.01
O -5.66 1.02 3.40
O -3.87 1.22 2.24
H -5.35 3.27 4.17
H -3.57 3.08 4.01
H -4.54 3.69 2.64
C -2.97 1.67 5.97
N -3.00 0.65 7.06
O -3.28 1.01 8.17
O -2.73 -0.49 6.74
H -3.23 2.63 6.40
H -1.97 1.68 5.56
H -3.69 1.36 5.22

Computed properties:
Net charge ... +1
HOMO energy ... -0.4723 Ha
LUMO energy ... -3.800 eV
Calculated total energy ... -3057.61341 a.u.

Record 7
# C9H10N2O

One molecule with the formula C9H10N2O in a non-equilibrium geometry (ωB97M-V/def2-TZVPD, OMol25).

Element x y z (Å)
C 4.22 -0.44 0.17
C 2.74 -0.48 0.77
C 0.73 -0.16 -0.45
C -0.01 -1.29 -0.45
C -1.38 -1.26 -0.26
C -2.10 -0.14 0.08
C -1.43 1.02 0.03
C -0.07 1.04 -0.12
C -3.56 -0.19 0.25
H 4.35 0.59 -0.21
H 5.29 -0.87 0.67
H 4.01 -1.14 -0.76
H 2.54 -1.63 1.01
H 2.52 0.14 1.74
H 0.57 -2.27 -0.39
H -1.81 -2.24 -0.19
H -2.17 1.95 -0.01
H 1.61 2.19 -0.29
H 0.07 3.01 -0.35
N 0.69 2.22 -0.02
N -4.73 -0.38 0.29
O 2.07 -0.15 -0.41

Computed properties:
HOMO energy ... -0.3094 Ha
LUMO energy ... 0.505 eV
SMILES string ... CCOc1ccc(C#N)cc1N
Calculated total energy ... -533.59724 a.u.